# 1
# C9H14

A 2-piece molecular cluster, C9H14 overall at a distorted geometry (ωB97M-V/def2-TZVPD, the Open Molecules 2025 dataset).

The value obtained for the HOMO-LUMO gap is 10.06 eV. The SMILES is Cc1ccccc1.CC. The value obtained for the electronic energy is -351.30898 Eh. The calculation puts the energy above the lowest of the compared OMol25 structures with the same formula, charge and spin at 13.3 kcal per mole. The LUMO energy comes out at 0.0382 hartree.

Cartesian coordinates (Å):
C1 0.22 1.31 -1.60
C2 -1.31 -0.70 -1.26
C3 -2.31 -1.32 -0.53
C4 -2.94 -0.67 0.52
C5 -2.53 0.58 0.90
C6 2.29 -1.18 0.78
C7 -1.53 1.24 0.17
C8 -0.86 0.58 -0.86
C9 2.90 0.18 1.13
H1 -1.29 2.24 0.49
H2 -0.76 -1.23 -2.03
H3 -2.93 1.20 1.69
H4 -2.58 -2.34 -0.77
H5 2.94 -2.05 0.78
H6 -0.29 1.86 -2.39
H7 0.87 1.88 -0.94
H8 1.45 -1.39 1.44
H9 3.04 0.80 0.25
H10 2.44 0.62 2.00
H11 2.01 -1.14 -0.28
H12 -3.69 -1.18 1.11
H13 3.93 0.05 1.54
H14 0.93 0.66 -2.15

Here are the natural (NBO) charges for atoms 1 to 8, given in e: number 1, C, carries -0.64; number 2, C, carries -0.22; number 3, C, carries -0.20; number 4, C, carries -0.23; number 5, C, carries -0.20; number 6, C, carries -0.62; number 7, C, carries -0.22; number 8, C, carries 0.00

***

# 2
# C9H14

A 2-piece molecular cluster, C9H14 overall at a distorted geometry (ωB97M-V/def2-TZVPD, the Open Molecules 2025 dataset).

The value obtained for the HOMO-LUMO gap is 10.09 eV. The SMILES is Cc1ccccc1.CC. The value obtained for the electronic energy is -351.29764 Eh. The calculation puts the energy above the lowest of the compared OMol25 structures with the same formula, charge and spin at 20.4 kcal per mole. The LUMO energy comes out at 0.0385 hartree.

Cartesian coordinates (Å):
C1 -0.91 -1.26 -2.36
C2 0.05 -1.84 -1.52
C3 -1.78 -0.13 -0.38
C4 1.34 -2.07 0.59
C5 0.22 2.28 1.73
C6 -1.74 -0.30 -1.76
C7 -0.82 -0.71 0.42
C8 0.16 -1.53 -0.16
C9 1.09 2.30 0.45
H1 -0.24 3.28 1.73
H2 0.95 1.43 -0.18
H3 2.16 2.40 0.68
H4 0.88 -2.44 -1.87
H5 1.13 -3.02 1.08
H6 1.51 -1.43 1.48
H7 -2.55 0.08 -2.38
H8 2.28 -2.04 0.07
H9 0.64 2.14 2.71
H10 -1.19 -1.67 -3.31
H11 -2.68 0.27 0.06
H12 -0.65 1.66 1.55
H13 -0.77 -0.62 1.49
H14 0.91 3.21 -0.12

Here are the natural (NBO) charges for atoms 1 to 8, given in e: number 1, C, carries -0.21; number 2, C, carries -0.21; number 3, C, carries -0.22; number 4, C, carries -0.64; number 5, C, carries -0.63; number 6, C, carries -0.21; number 7, C, carries -0.21; number 8, C, carries -0.02

***

# 3
# C9H14

A 2-piece molecular cluster, C9H14 overall at a distorted geometry (ωB97M-V/def2-TZVPD, the Open Molecules 2025 dataset).

The value obtained for the HOMO-LUMO gap is 10.00 eV. The SMILES is Cc1ccccc1.CC. The value obtained for the electronic energy is -351.31903 Eh. The calculation puts the energy above the lowest of the compared OMol25 structures with the same formula, charge and spin at 7.0 kcal per mole. The LUMO energy comes out at 0.0366 hartree.

Cartesian coordinates (Å):
C1 2.87 0.48 -2.14
C2 -3.03 -0.28 -0.79
C3 3.45 -0.70 -1.36
C4 -0.42 0.50 2.58
C5 -2.09 -0.02 0.35
C6 -2.54 -0.16 1.66
C7 -1.73 0.07 2.77
C8 0.07 0.54 1.28
C9 -0.72 0.21 0.20
H1 -0.29 0.30 -0.80
H2 0.11 0.80 3.47
H3 -2.51 -0.41 -1.74
H4 3.91 -1.44 -2.02
H5 2.06 0.17 -2.80
H6 -3.81 0.48 -0.87
H7 3.61 0.88 -2.82
H8 -2.15 -0.08 3.76
H9 2.63 -1.23 -0.87
H10 2.43 1.22 -1.47
H11 -3.56 -0.55 1.72
H12 4.19 -0.42 -0.61
H13 1.09 0.86 1.14
H14 -3.57 -1.22 -0.62

Here are the natural (NBO) charges for atoms 1 to 8, given in e: number 1, C, carries -0.61; number 2, C, carries -0.64; number 3, C, carries -0.61; number 4, C, carries -0.23; number 5, C, carries 0.00; number 6, C, carries -0.22; number 7, C, carries -0.20; number 8, C, carries -0.20

***

# 4
# C9H14

A 2-piece molecular cluster, C9H14 overall (ωB97M-V/def2-TZVPD, the Open Molecules 2025 dataset).

The value obtained for the HOMO-LUMO gap is 10.10 eV. The SMILES is Cc1ccccc1.CC. The value obtained for the electronic energy is -351.32118 Eh. The calculation puts the energy above the lowest of the compared OMol25 structures with the same formula, charge and spin at 5.7 kcal per mole. The LUMO energy comes out at 0.0374 hartree.

Cartesian coordinates (Å):
C1 -1.87 -0.73 -1.48
C2 0.81 0.03 -1.85
C3 0.15 -0.63 -2.87
C4 -1.18 -0.06 -0.47
C5 0.12 0.37 -0.69
C6 -1.19 -0.98 -2.66
C7 -3.33 -1.08 -1.31
C8 1.69 1.16 3.41
C9 2.84 0.71 2.54
H1 2.57 0.77 1.49
H2 0.60 0.89 0.12
H3 1.82 0.39 -1.91
H4 -3.48 -2.14 -1.14
H5 -1.77 -1.46 -3.46
H6 3.79 1.21 2.72
H7 1.87 1.01 4.47
H8 -1.73 0.23 0.42
H9 -3.88 -0.76 -2.20
H10 -3.74 -0.54 -0.46
H11 0.80 0.57 3.18
H12 0.55 -0.85 -3.84
H13 3.12 -0.33 2.72
H14 1.43 2.20 3.27

Here are the natural (NBO) charges for atoms 1 to 8, given in e: number 1, C, carries 0.00; number 2, C, carries -0.23; number 3, C, carries -0.19; number 4, C, carries -0.22; number 5, C, carries -0.20; number 6, C, carries -0.22; number 7, C, carries -0.63; number 8, C, carries -0.61

***

# 5
# C9H14

A 2-piece molecular cluster, C9H14 overall at a distorted geometry (ωB97M-V/def2-TZVPD, the Open Molecules 2025 dataset).

The value obtained for the HOMO-LUMO gap is 10.04 eV. The SMILES is Cc1ccccc1.CC. The value obtained for the electronic energy is -351.31567 Eh. The calculation puts the energy above the lowest of the compared OMol25 structures with the same formula, charge and spin at 9.1 kcal per mole. The LUMO energy comes out at 0.0381 hartree.

Cartesian coordinates (Å):
C1 -0.05 -2.01 1.16
C2 1.24 1.69 0.08
C3 1.94 0.85 -0.75
C4 -0.16 1.80 -0.03
C5 -0.88 2.94 0.62
C6 1.28 -0.06 -1.59
C7 -0.84 -3.14 0.54
C8 -0.10 -0.02 -1.63
C9 -0.81 0.89 -0.85
H1 -1.79 -3.28 1.05
H2 -0.03 -2.10 2.25
H3 -1.89 0.78 -0.85
H4 3.01 0.72 -0.64
H5 -0.48 -1.01 1.07
H6 -0.31 -4.09 0.57
H7 1.81 2.41 0.67
H8 0.99 -1.91 0.84
H9 1.94 -0.74 -2.10
H10 -0.61 3.05 1.67
H11 -1.18 -2.91 -0.48
H12 -0.61 -0.66 -2.33
H13 -0.53 3.89 0.21
H14 -1.96 2.90 0.52

Here are the natural (NBO) charges for atoms 1 to 8, given in e: number 1, C, carries -0.62; number 2, C, carries -0.22; number 3, C, carries -0.20; number 4, C, carries 0.00; number 5, C, carries -0.63; number 6, C, carries -0.23; number 7, C, carries -0.61; number 8, C, carries -0.20

***

# 6
# C9H14

A 2-piece molecular cluster, C9H14 overall at a distorted geometry (ωB97M-V/def2-TZVPD, the Open Molecules 2025 dataset).

The value obtained for the HOMO-LUMO gap is 9.94 eV. The SMILES is Cc1ccccc1.CC. The value obtained for the electronic energy is -351.28318 Eh. The calculation puts the energy above the lowest of the compared OMol25 structures with the same formula, charge and spin at 29.5 kcal per mole. The LUMO energy comes out at 0.0369 hartree.

Cartesian coordinates (Å):
C1 -1.75 -1.50 -1.04
C2 -0.20 -1.98 0.72
C3 0.30 -0.32 2.46
C4 -1.37 0.17 0.63
C5 -1.95 -0.21 -0.58
C6 0.82 1.22 -1.44
C7 2.02 2.19 -1.05
C8 -0.90 -2.40 -0.43
C9 -0.48 -0.71 1.24
H1 1.15 0.27 2.12
H2 -0.17 0.49 3.04
H3 2.37 1.73 -0.11
H4 0.23 1.54 -2.29
H5 1.39 0.31 -1.56
H6 0.08 1.29 -0.62
H7 -2.52 0.57 -1.06
H8 1.67 3.21 -1.01
H9 2.84 1.96 -1.72
H10 0.75 -1.02 3.15
H11 -0.91 -3.44 -0.75
H12 -1.72 1.10 1.07
H13 -2.01 -1.76 -2.08
H14 0.37 -2.68 1.31

Here are the natural (NBO) charges for atoms 1 to 8, given in e: number 1, C, carries -0.24; number 2, C, carries -0.22; number 3, C, carries -0.64; number 4, C, carries -0.22; number 5, C, carries -0.19; number 6, C, carries -0.61; number 7, C, carries -0.61; number 8, C, carries -0.19